P) 2 unconnected molecules or ions with the total composition C4H10O2, computed with wB97M-V/def2-TZVPD.

The geometry in XYZ format:
```
16
Properties=species:S:1:pos:R:3
C 0.21655 -0.83961 1.58534
C 0.56987 -0.72262 0.11188
C 2.01283 -0.20781 -0.12772
C -0.31739 0.26623 -0.57067
O -1.26342 -0.04668 -1.26767
H -0.28054 -1.75000 1.92655
H -0.47228 -0.06890 1.94681
H 1.16299 -0.73221 2.12093
H 0.39981 -1.70375 -0.30645
H 2.76091 -0.96590 0.05531
H 2.37147 0.65875 0.42763
H 1.98990 0.14215 -1.17053
H -0.17773 1.35821 -0.49940
O -3.08219 1.85308 -1.29666
H -3.59708 1.04909 -1.10596
H -2.29372 1.70996 -1.82938
```

lowest unoccupied orbital energy: 0.95 eV
SMILES: CC(C)C=O.O
gap between HOMO and LUMO: 10.8 eV
multiplicity: 1
HOMO energy: -9.89 eV

=====

Q) A single C4H10O2 molecule, computed with wB97M-V/def2-TZVPD.

The geometry in XYZ format:
```
16
Properties=species:S:1:pos:R:3
C -0.40519 -0.36970 -1.55675
C 0.21415 -0.11320 -0.18922
C 0.31657 -1.41938 0.60469
O 1.50809 0.43898 -0.37234
C -0.62050 0.95463 0.53206
O 0.13641 1.49145 1.61360
H -0.31697 0.52215 -2.18482
H 0.09786 -1.19978 -2.06051
H -1.46839 -0.62497 -1.45834
H -0.65505 -1.92263 0.67571
H 1.01609 -2.09004 0.09344
H 0.69120 -1.24612 1.61959
H 1.68984 0.86819 0.48033
H -0.86686 1.74107 -0.19273
H -1.55689 0.52565 0.91078
H 0.21965 2.44370 1.48452
```

lowest unoccupied orbital energy: 0.75 eV
SMILES: CC(C)(O)CO
gap between HOMO and LUMO: 10.8 eV
multiplicity: 1
HOMO energy: -10.07 eV

=====

R) A molecular structure, C4H10O2, computed with wB97M-V/def2-TZVPD.

The geometry in XYZ format:
```
16
Properties=species:S:1:pos:R:3
C 0.24659 -1.90756 1.09629
C -0.39106 -0.96798 0.07713
C 0.25900 0.40191 0.07451
O 1.61200 0.28704 -0.29078
C -0.31272 1.36038 -0.97598
O 0.34415 2.50674 -1.11706
H -0.23379 -2.89093 1.07945
H 1.31056 -2.03528 0.87908
H 0.15645 -1.50610 2.11247
H -0.30411 -1.39192 -0.93172
H -1.46374 -0.84795 0.28764
H 0.15717 0.87559 1.06663
H 1.89175 1.19894 -0.49280
H -1.56899 1.65958 -0.39338
H -0.72274 0.86860 -1.87896
H -0.98053 2.38892 -0.59251
```

lowest unoccupied orbital energy: 0.51 eV
gap between HOMO and LUMO: 10.1 eV
multiplicity: 1
HOMO energy: -9.64 eV

=====

S) A single C4H10O2 molecule, computed with wB97M-V/def2-TZVPD.

The geometry in XYZ format:
```
16
Properties=species:S:1:pos:R:3
C 1.89908 -0.25407 0.83882
C 0.44688 -0.33408 0.41910
O -0.39904 -0.38280 1.54211
C -0.01634 0.77451 -0.52626
C -1.49202 0.53218 -0.93839
O -1.98257 -0.74458 -0.51168
H 2.11941 -1.08526 1.51573
H 2.52594 -0.35532 -0.05339
H 2.14541 0.68553 1.34201
H 0.37104 -1.28890 -0.14654
H -1.27951 -0.57008 1.15478
H 0.63010 0.79450 -1.40871
H 0.08629 1.74671 -0.03018
H -1.61712 0.60425 -2.02617
H -2.15643 1.26254 -0.46789
H -1.28113 -1.38512 -0.70332
```

lowest unoccupied orbital energy: 0.87 eV
SMILES: C[C@@H](O)CCO
gap between HOMO and LUMO: 11.0 eV
multiplicity: 1
HOMO energy: -10.09 eV

=====

Stability check: which of them is most stable? Q).

=====

P) 2 unconnected molecules or ions with the total composition C4H10O2, computed with wB97M-V/def2-TZVPD.

The geometry in XYZ format:
```
16
Properties=species:S:1:pos:R:3
O 4.13940 0.73546 -4.58771
C 5.16633 1.13302 -4.12722
O 5.54738 2.43241 -4.12298
H 5.99986 0.48435 -3.77035
H 4.71661 2.92973 -4.25256
C -1.50366 -1.56636 2.47165
C -2.59210 -1.06510 1.53539
C -2.90901 0.43875 1.65657
H -0.82562 -0.73697 2.79283
H -0.85583 -2.26760 1.92127
H -1.81216 -2.05135 3.39713
H -3.53984 -1.58054 1.73800
H -2.50536 -1.26362 0.45174
H -3.76301 0.75772 1.02334
H -3.20267 0.62790 2.68636
H -2.06032 0.99220 1.18654
```

lowest unoccupied orbital energy: 0.85 eV
SMILES: O=CO.CCC
gap between HOMO and LUMO: 12.0 eV
multiplicity: 1
HOMO energy: -11.11 eV

=====

Q) A single C4H10O2 molecule, computed with wB97M-V/def2-TZVPD.

The geometry in XYZ format:
```
16
Properties=species:S:1:pos:R:3
O -0.31176 -2.08937 -0.08685
C -1.27355 -1.23098 -0.64062
C -0.85418 0.14677 -1.12938
C -0.34216 1.20122 -0.03010
C 1.11368 1.19550 0.21933
O 1.62503 0.83561 1.57412
H 0.09469 -1.63374 0.67726
H -1.50758 -1.88152 -1.50763
H -2.08488 -1.22163 0.13335
H -0.17657 -0.00691 -1.93009
H -1.66519 0.56248 -1.86430
H -0.96434 1.20304 0.87513
H -0.62495 2.27977 -0.24677
H 1.54661 2.17310 0.12903
H 1.70588 0.67446 -0.47610
H 1.30750 0.00587 1.79657
```

lowest unoccupied orbital energy: 0.73 eV
SMILES: OCCCCO
gap between HOMO and LUMO: 11.1 eV
multiplicity: 1
HOMO energy: -10.39 eV

=====

R) A molecular structure, C4H10O2, computed with wB97M-V/def2-TZVPD.

The geometry in XYZ format:
```
16
Properties=species:S:1:pos:R:3
C -0.82962 -0.88268 1.30670
O -0.44535 0.21862 0.54941
C 0.35442 -0.07276 -0.70967
C -1.44906 0.48159 -1.05474
C 1.69806 0.59014 -0.49486
O 2.36458 0.15892 0.69640
H -1.47778 -1.55463 0.75142
H 0.06471 -1.42223 1.56701
H -1.35265 -0.58290 2.21174
H 0.49292 -1.16633 -0.77268
H -2.37938 0.38354 -0.45561
H -1.50881 -0.15721 -1.89640
H -1.32390 1.50769 -1.32723
H 2.35432 0.31237 -1.32100
H 1.59722 1.68319 -0.48381
H 1.84032 0.50266 1.43331
```

lowest unoccupied orbital energy: 0.95 eV
gap between HOMO and LUMO: 8.7 eV
multiplicity: 1
HOMO energy: -7.76 eV

=====

Stability check: which of them is most stable? P).

=====

P) A single C7H10 molecule, computed with wB97M-V/def2-TZVPD.

The geometry in XYZ format:
```
17
Properties=species:S:1:pos:R:3
C -1.38698 0.81524 0.32570
C -1.43320 -0.69231 -0.05727
C -0.16403 -0.51829 -0.95551
C -0.12811 0.97577 -0.55146
C 1.23735 0.73051 0.09701
C 1.30053 -0.43199 1.05699
C 1.28194 -0.69734 -0.40622
H -2.25288 1.38841 -0.02335
H -1.22698 1.03441 1.38623
H -1.37813 -1.39857 0.77730
H -2.31703 -0.94591 -0.65219
H -0.27941 -0.82471 -1.99568
H -0.12332 1.75887 -1.31362
H 2.07121 1.42588 0.07270
H 2.24426 -0.49389 1.59491
H 0.46754 -0.90730 1.55425
H 2.08724 -1.21877 -0.90978
```

lowest unoccupied orbital energy: 1.25 eV
SMILES: C1C[C@H]2[C@@H]1[C@H]1C[C@@H]21
gap between HOMO and LUMO: 10.3 eV
multiplicity: 1
HOMO energy: -9.07 eV

=====

Q) 2 unconnected molecules or ions with the total composition C7H10, computed with wB97M-V/def2-TZVPD.

The geometry in XYZ format:
```
17
Properties=species:S:1:pos:R:3
C -1.38060 0.18797 1.28112
C -1.78321 -0.65348 0.08214
C -1.52996 -0.21122 -1.32958
C -0.78154 -1.17661 -0.90579
H -2.19511 0.85901 1.58031
H -1.14182 -0.44611 2.14438
H -0.50066 0.80006 1.05417
H -2.67390 -1.26398 0.27308
H -1.81598 0.46530 -2.12178
H 0.01308 -1.88625 -1.08046
C 2.31061 -0.64430 0.56928
C 2.01908 0.45322 -0.07523
C 1.68746 1.53725 -0.72246
H 2.91203 -1.42531 0.11098
H 1.95382 -0.80842 1.58322
H 0.76982 1.55696 -1.30678
H 2.29886 2.43488 -0.69360
```

lowest unoccupied orbital energy: 1.14 eV
SMILES: CC1C=C1.C=C=C
gap between HOMO and LUMO: 10.4 eV
multiplicity: 1
HOMO energy: -9.31 eV

=====

R) A single C7H10 molecule, computed with wB97M-V/def2-TZVPD.

The geometry in XYZ format:
```
17
Properties=species:S:1:pos:R:3
C 2.94765 0.43792 -0.25056
C 1.77457 0.14732 -0.78343
C 0.51001 0.42159 0.05534
C 0.52980 1.70326 0.72253
C -0.53856 -0.69318 0.24356
C -1.80702 -0.46733 -0.22038
C -3.02989 -1.35878 0.07556
H 3.80417 -0.17079 -0.19811
H 3.05228 1.50804 0.11502
H 1.62840 -0.72948 -1.48295
H 1.36324 2.22519 1.20726
H -0.40161 2.09446 1.17537
H -0.10049 -1.58899 0.76637
H -1.87065 0.24189 -1.05603
H -3.39683 -1.77305 -0.94619
H -2.60984 -2.12444 0.82117
H -3.78805 -0.82761 0.54237
```

lowest unoccupied orbital energy: 0.57 eV
SMILES: C=CC(=C)/C=C/C
gap between HOMO and LUMO: 8.5 eV
multiplicity: 1
HOMO energy: -7.98 eV

=====

Stability check: which of them is most stable? P).

=====

P) A single C5H12N2 molecule, computed with wB97M-V/def2-TZVPD.

The geometry in XYZ format:
```
19
Properties=species:S:1:pos:R:3
C 0.67354 1.44897 1.21463
C 0.83076 -0.05910 1.11574
N 2.28531 -0.37656 1.25743
C 0.30122 -0.68038 -0.17395
C -1.23573 -0.71985 -0.18174
C -1.96739 -0.49533 -1.26341
N -1.44962 0.14294 -2.43455
H 0.88471 1.72326 2.24431
H -0.32975 1.77242 0.92343
H 1.36815 1.91661 0.52527
H 0.36909 -0.59094 1.95093
H 2.73910 -0.46317 0.36143
H 2.44014 -1.18101 1.84244
H 0.60579 -0.09084 -1.03583
H 0.55647 -1.72326 -0.30430
H -1.66981 -1.03313 0.76058
H -3.00293 -0.80789 -1.36976
H -1.25396 1.12246 -2.26668
H -2.14509 0.09480 -3.16596
```

lowest unoccupied orbital energy: 1.03 eV
SMILES: C[C@H](N)C/C=C\N
gap between HOMO and LUMO: 9.4 eV
multiplicity: 1
HOMO energy: -8.34 eV

=====

Q) 2 unconnected molecules or ions with the total composition C5H12N2, computed with wB97M-V/def2-TZVPD.

The geometry in XYZ format:
```
19
Properties=species:S:1:pos:R:3
C 2.56148 0.47237 0.36988
C 1.69463 0.01251 1.50092
C 0.74766 -0.90903 1.37350
N -0.07833 -1.38866 2.39718
H 2.36688 -0.11685 -0.52894
H 2.40304 1.52225 0.12860
H 3.62169 0.34826 0.60471
H 1.93059 0.37125 2.49695
H 0.60090 -1.43289 0.43326
H -1.00815 -1.63001 2.08926
H -0.13745 -0.76821 3.19339
C -2.87635 0.78426 -1.07080
N -2.42916 -0.08522 -1.85368
C -1.06808 0.09133 -2.32699
H -3.89112 0.72681 -0.68118
H -2.32543 1.66105 -0.70765
H -0.48168 -0.79699 -2.08446
H -0.55318 0.96638 -1.92055
H -1.07794 0.17138 -3.41340
```

lowest unoccupied orbital energy: 1.02 eV
SMILES: C/C=C/N.C=NC
gap between HOMO and LUMO: 9.1 eV
multiplicity: 1
HOMO energy: -8.08 eV

=====

R) A single C5H12N2 molecule, computed with wB97M-V/def2-TZVPD.

The geometry in XYZ format:
```
19
Properties=species:S:1:pos:R:3
C -1.25420 1.65425 -0.44153
C -1.01933 0.45104 0.05426
C -2.12916 -0.45504 0.50209
C 0.37950 -0.10553 0.22149
C 0.53223 -1.43711 -0.53534
N 1.37502 0.88454 -0.18109
N 2.68309 0.69449 0.32224
H -2.25789 2.03227 -0.54212
H -0.45595 2.30542 -0.74625
H -3.06168 0.09748 0.57999
H -1.89984 -0.89511 1.47145
H -2.27450 -1.26671 -0.21008
H 0.53836 -0.28949 1.29522
H 1.56980 -1.77076 -0.50991
H 0.23896 -1.30636 -1.57563
H -0.08010 -2.21580 -0.09031
H 1.43924 0.91744 -1.19560
H 2.98598 -0.28341 0.28541
H 2.69046 0.98839 1.29571
```

lowest unoccupied orbital energy: 1.03 eV
SMILES: C=C(C)[C@@H](C)NN
gap between HOMO and LUMO: 10.0 eV
multiplicity: 1
HOMO energy: -8.98 eV

=====

Stability check: which of them is most stable? P).